Record 1
The following is a DFT calculation (wB97M-V/def2-TZVPD) of a structure of composition C2H2F2LiMnO in a non-equilibrium geometry.

Last column: Mulliken spin population.
CARTESIAN COORDINATES (ANGSTROEM)
1 F -1.52 2.05 -0.06  0.00
2 C -0.76 -0.67 0.48  0.04
3 C 0.36 -0.79 -0.28  -0.02
4 O 1.55 -0.48 0.15  -0.07
5 H -0.87 -0.36 1.54  0.00
6 H 0.23 -1.06 -1.34  -0.01
7 Mn 3.33 -0.69 -0.09  6.05
8 Li -1.37 -2.87 0.15  0.00
9 F -1.97 -1.09 -0.13  0.00

Calculated values
lowest unoccupied orbital energy (alpha / beta): -1.94 / -1.96 eV
calculated total energy: -41108.9402 eV
total charge: 0
2S+1: 7



Record 2
The following is a DFT calculation (wB97M-V/def2-TZVPD) of a structure of composition C38H30FeN6S2.

Last column: Mulliken spin population.
CARTESIAN COORDINATES (ANGSTROEM)
1 Fe 0.24 -0.21 -0.26  1.13
2 C -1.47 1.25 1.44  0.01
3 N -0.65 0.00 1.54  -0.04
4 C -1.52 -1.18 1.83  0.01
5 C -1.41 -2.24 0.76  0.01
6 C -2.04 -3.46 0.89  0.00
7 C -1.95 -4.38 -0.15  0.01
8 C -1.22 -4.04 -1.29  0.00
9 C -0.60 -2.81 -1.34  0.02
10 N -0.70 -1.93 -0.34  -0.04
11 C 0.38 0.27 2.58  0.01
12 C 1.52 1.03 1.94  0.00
13 C 2.59 1.45 2.69  -0.01
14 C 3.58 2.19 2.07  0.01
15 C 3.45 2.48 0.72  0.00
16 C 2.38 1.96 0.01  0.01
17 N 1.43 1.22 0.61  -0.01
18 C -2.17 1.25 0.13  0.00
19 C -3.42 1.80 -0.09  0.00
20 C -3.99 1.69 -1.35  0.00
21 C -3.30 0.99 -2.34  0.00
22 C -2.06 0.46 -2.04  0.00
23 N -1.48 0.63 -0.84  -0.05
24 H -2.16 1.31 2.28  0.00
25 H -0.79 2.11 1.50  0.00
26 H -1.29 -1.60 2.81  0.00
27 H -2.56 -0.85 1.88  0.00
28 H -2.60 -3.69 1.79  0.00
29 H -2.43 -5.34 -0.07  0.00
30 H -1.12 -4.73 -2.12  0.00
31 H 0.00 -2.51 -2.19  0.00
32 H -0.06 0.88 3.38  0.00
33 H 0.71 -0.65 3.05  0.00
34 H 2.63 1.23 3.75  0.00
35 H 4.43 2.55 2.63  0.00
36 H 4.18 3.08 0.20  0.00
37 H 2.28 2.13 -1.05  0.00
38 H -3.94 2.30 0.72  0.00
39 H -4.96 2.12 -1.55  0.00
40 H -3.73 0.84 -3.32  0.00
41 H -1.52 -0.12 -2.77  0.00
42 S 2.25 -3.58 3.93  0.00
43 C 3.07 -4.77 4.84  0.00
44 C 4.12 -5.30 4.15  0.00
45 C 4.25 -4.74 2.86  0.00
46 C 3.31 -3.78 2.58  0.00
47 C 3.16 -2.99 1.37  0.00
48 C 2.03 -2.17 1.20  0.00
49 N 1.82 -1.40 0.15  -0.04
50 C 2.70 -1.46 -0.87  0.00
51 C 3.87 -2.23 -0.81  0.00
52 C 4.76 -2.18 -1.94  0.00
53 C 4.49 -1.42 -3.02  0.00
54 C 3.28 -0.64 -3.10  0.00
55 C 2.93 0.18 -4.17  0.01
56 C 1.76 0.93 -4.15  -0.01
57 C 0.93 0.78 -3.02  0.00
58 N 1.21 -0.03 -2.01  -0.03
59 C 2.39 -0.70 -2.02  0.00
60 C 1.38 1.83 -5.23  0.00
61 C 2.08 2.13 -6.36  0.00
62 C 1.41 3.05 -7.21  0.00
63 C 0.21 3.43 -6.70  0.00
64 S -0.12 2.70 -5.20  0.00
65 C 4.09 -2.99 0.34  0.00
66 H 2.74 -5.01 5.84  0.00
67 H 4.76 -6.07 4.54  0.00
68 H 5.02 -5.04 2.16  0.00
69 H 1.26 -2.17 1.97  0.00
70 H 5.67 -2.77 -1.91  0.00
71 H 5.17 -1.39 -3.86  0.00
72 H 3.60 0.24 -5.02  0.00
73 H 0.02 1.36 -2.95  0.00
74 H 3.05 1.72 -6.60  0.00
75 H 1.81 3.40 -8.15  0.00
76 H -0.51 4.12 -7.13  0.00
77 H 4.99 -3.58 0.41  0.00

Calculated values
lowest unoccupied orbital energy (alpha / beta): -8.81 / -9.50 eV
calculated total energy: -104870.5431 eV
total charge: +3
2S+1: 2



Record 3
The following is a DFT calculation (wB97M-V/def2-TZVPD) of a cluster of 2 separate species, C10H19N2O6 in total in a non-equilibrium geometry.

Last column: Löwdin charge in e.
CARTESIAN COORDINATES (ANGSTROEM)
1 O -1.86 -4.96 0.83  0.01
2 O 0.38 0.86 -0.45  -0.04
3 O -0.16 -1.49 3.24  0.02
4 O -1.70 1.59 -0.55  -0.04
5 O 2.08 2.76 -0.73  -0.12
6 O 3.63 2.08 -4.02  -0.07
7 C -1.93 -3.75 1.02  -0.55
8 C -0.86 0.68 -0.42  -0.69
9 C -0.91 -1.03 2.38  -0.44
10 N -1.84 -0.18 2.83  0.04
11 N -0.89 -2.97 0.74  0.11
12 C -3.23 -3.17 1.53  0.01
13 C -2.98 0.47 2.18  -0.06
14 C 4.69 2.00 -1.87  -0.06
15 C 2.33 2.89 -2.13  -0.24
16 C 3.37 1.87 -2.63  -0.42
17 C -1.37 -0.75 -0.26  -0.07
18 C -0.72 -1.51 0.91  -0.18
19 H 1.42 2.01 -0.57  0.02
20 H 3.92 2.99 -4.16  0.08
21 H -1.73 0.02 3.81  0.13
22 H -0.08 -3.47 0.41  0.15
23 H -3.07 -2.73 2.51  0.08
24 H -3.96 -3.98 1.62  0.08
25 H -3.61 -2.43 0.83  0.07
26 H -3.52 -0.21 1.54  0.06
27 H -2.63 1.33 1.61  0.07
28 H -3.66 0.84 2.95  0.08
29 H 5.08 3.02 -1.96  0.08
30 H 5.43 1.31 -2.28  0.07
31 H 4.54 1.77 -0.81  0.08
32 H 1.39 2.76 -2.68  0.12
33 H 2.70 3.90 -2.33  0.11
34 H 2.97 0.86 -2.48  0.15
35 H -1.13 -1.28 -1.18  0.12
36 H -2.46 -0.76 -0.18  0.08
37 H 0.35 -1.35 0.75  0.15

Calculated values
lowest unoccupied orbital energy: 3.08 eV
calculated total energy: -25946.1877 eV
energy relative to the best compared isomer or geometry (same formula, charge and spin): 44.4 kJ/mol
total charge: -1